Record 1
Computed, not measured: a molecular structure, C47H58BBr2FGeN2O6Ta, with ωB97M-V/def2-TZVPD.

Last column: Mulliken charge in e.
Geometry (Å):
Ta  -0.52  -0.16  0.21  1.087
C  -8.09  0.18  1.54  -1.903
C  -7.61  1.25  0.58  0.493
C  -8.07  2.64  1.00  -0.940
C  -7.68  3.65  -0.06  -1.148
C  -6.22  3.56  -0.37  0.925
C  -5.55  4.64  -0.91  -0.446
C  -4.19  4.56  -1.18  -0.427
F  -3.59  5.64  -1.71  -0.348
C  -3.46  3.45  -0.92  0.232
C  -4.10  2.34  -0.36  0.561
C  -3.33  1.16  -0.04  0.341
O  -2.08  1.14  -0.33  0.201
C  -4.03  0.10  0.55  -0.212
C  -5.40  0.20  0.74  -0.241
N  -6.12  1.27  0.44  0.152
C  -5.48  2.39  -0.10  -1.037
C  -3.40  -1.18  0.95  0.307
O  -3.99  -2.17  1.29  -0.677
O  -2.07  -1.10  0.91  -0.229
H  -9.16  0.30  1.67  0.439
H  -7.62  0.28  2.53  0.390
H  -7.93  -0.84  1.18  0.532
H  -8.00  1.04  -0.42  0.170
H  -7.61  2.89  1.97  0.339
H  -9.15  2.62  1.14  0.376
H  -7.93  4.66  0.25  0.481
H  -8.26  3.45  -0.97  0.343
H  -6.08  5.56  -1.12  0.524
H  -2.40  3.40  -1.12  0.183
H  -5.91  -0.66  1.14  0.690
C  6.43  3.45  1.35  -1.632
C  5.74  3.89  0.06  1.883
C  5.62  5.42  0.06  -2.101
C  6.59  3.47  -1.14  -1.619
C  4.37  3.21  -0.03  -0.598
C  4.30  1.83  -0.06  -0.815
C  3.07  1.19  -0.13  0.753
Br  3.06  -0.69  -0.16  0.007
C  1.88  1.92  -0.18  -0.222
O  0.71  1.22  -0.24  1.602
C  1.92  3.32  -0.19  -1.218
C  3.18  3.92  -0.11  -0.206
C  0.67  4.17  -0.38  2.742
C  -0.35  3.90  0.73  -1.636
C  0.09  3.86  -1.78  -1.355
C  0.98  5.67  -0.35  -2.407
H  7.41  3.92  1.44  0.456
H  6.58  2.37  1.39  0.340
H  5.84  3.73  2.23  0.357
H  6.62  5.85  0.13  0.434
H  5.05  5.78  0.92  0.406
H  5.16  5.79  -0.85  0.408
H  7.57  3.95  -1.09  0.454
H  6.12  3.77  -2.08  0.358
H  6.75  2.39  -1.17  0.336
H  5.19  1.22  -0.02  0.535
H  3.23  4.99  -0.11  0.777
H  -0.72  2.87  0.72  -0.022
H  -1.21  4.57  0.62  0.477
H  0.10  4.09  1.71  0.290
H  -0.31  2.85  -1.84  0.002
H  0.87  3.96  -2.53  0.356
H  -0.69  4.58  -2.03  0.524
H  1.43  5.98  0.59  0.474
H  0.04  6.22  -0.46  0.454
H  1.63  5.97  -1.17  0.439
C  -0.68  -3.11  3.25  -1.128
Ge  0.63  -1.66  3.35  1.141
C  0.55  -0.88  5.15  -1.438
C  2.47  -2.24  3.07  -1.131
C  0.20  -0.10  2.16  -1.189
H  -0.16  -4.07  3.26  0.354
H  -1.29  -3.07  2.35  0.203
H  -1.33  -3.06  4.12  0.451
H  0.83  -1.63  5.89  0.379
H  -0.46  -0.55  5.38  0.401
H  1.22  -0.03  5.25  0.385
H  2.75  -2.89  3.91  0.404
H  3.15  -1.39  3.08  0.321
H  2.61  -2.79  2.15  0.176
H  1.07  0.55  2.22  0.344
H  -0.62  0.39  2.72  0.514
C  3.01  -8.62  -1.46  -2.234
C  2.67  -7.67  -0.31  1.943
C  3.95  -7.37  0.47  -1.594
C  1.66  -8.37  0.61  -1.590
C  2.05  -6.36  -0.81  0.576
C  1.80  -6.11  -2.16  -0.066
C  1.24  -4.92  -2.62  -2.064
C  0.93  -3.98  -1.67  0.709
O  0.38  -2.73  -1.83  -0.191
B  0.30  -2.19  -0.55  -0.364
O  0.77  -3.10  0.39  -0.084
C  1.17  -4.21  -0.33  -0.165
C  1.72  -5.38  0.14  -1.110
H  3.46  -9.53  -1.05  0.440
H  3.73  -8.18  -2.15  0.439
H  2.13  -8.92  -2.02  0.423
H  4.40  -8.30  0.83  0.450
H  3.77  -6.74  1.34  0.319
H  4.68  -6.86  -0.17  0.366
H  2.07  -9.32  0.97  0.453
H  0.73  -8.58  0.09  0.368
H  1.42  -7.76  1.49  0.319
H  2.06  -6.87  -2.89  0.527
H  1.06  -4.76  -3.67  0.521
H  1.89  -5.52  1.20  0.522
Br  -2.87  -1.48  -2.34  -0.010
C  -1.38  -0.67  -3.18  0.269
C  -1.27  -0.78  -4.55  -0.881
C  -0.16  -0.21  -5.16  -0.510
C  0.78  0.43  -4.36  -1.394
C  0.57  0.48  -3.00  -0.215
N  -0.50  -0.05  -2.40  0.454
H  -2.03  -1.29  -5.12  0.495
H  -0.03  -0.27  -6.23  0.441
H  1.66  0.88  -4.79  0.539
H  1.29  0.97  -2.36  0.521

Its net charge is +1. The HOMO energy comes out at -10.34 eV. The energy relative to the best compared isomer or geometry (same formula, charge and spin) is 0.0 kJ/mol. The value obtained for the LUMO energy is -3.17 eV.



Record 2
Computed, not measured: a molecular structure, C47H60NO7SeV in a non-equilibrium geometry, with ωB97M-V/def2-TZVPD.

Last column: Mulliken charge in e.
Geometry (Å):
V  -0.15  1.00  -0.51  1.802
C  3.62  -5.07  1.99  -1.928
C  3.28  -5.07  0.50  1.969
C  4.58  -5.26  -0.30  -1.643
C  2.33  -6.24  0.22  -1.526
C  2.60  -3.78  0.07  -0.127
C  2.34  -2.73  0.96  -0.508
C  1.64  -1.65  0.49  -0.021
Se  1.12  -0.11  1.56  0.494
C  -0.55  -0.86  2.20  0.614
C  -0.61  -1.74  3.25  -0.592
C  -1.86  -2.23  3.63  -0.148
C  -2.98  -1.72  2.98  -0.678
C  -2.95  -0.79  1.93  -0.535
C  -1.68  -0.42  1.52  0.068
O  -1.41  0.41  0.46  -0.328
C  -4.27  -0.29  1.34  2.314
C  -5.02  -1.48  0.72  -1.712
C  -5.11  0.32  2.47  -1.768
C  -4.10  0.79  0.26  -2.226
C  -2.03  -3.30  4.71  1.946
C  -2.93  -2.75  5.83  -1.622
C  -0.69  -3.72  5.32  -2.045
C  -2.69  -4.53  4.07  -1.512
C  1.21  -1.56  -0.83  0.662
O  0.47  -0.41  -1.06  -0.709
C  1.54  -2.51  -1.77  -0.741
C  2.22  -3.62  -1.26  -0.584
C  1.24  -2.45  -3.27  2.130
C  2.58  -2.52  -4.03  -1.657
C  0.35  -3.64  -3.67  -1.670
C  0.54  -1.16  -3.71  -2.112
H  4.09  -6.02  2.25  0.443
H  4.33  -4.28  2.25  0.400
H  2.73  -4.97  2.61  0.273
H  5.08  -6.18  0.02  0.471
H  4.39  -5.34  -1.37  0.322
H  5.27  -4.43  -0.13  0.360
H  2.77  -7.18  0.56  0.467
H  1.38  -6.10  0.74  0.332
H  2.12  -6.34  -0.85  0.330
H  2.67  -2.76  1.99  0.665
H  0.30  -2.05  3.76  0.580
H  -3.95  -2.06  3.30  0.372
H  -5.29  -2.23  1.47  0.398
H  -5.95  -1.13  0.25  0.458
H  -4.41  -1.98  -0.04  0.308
H  -5.40  -0.42  3.22  0.364
H  -4.57  1.12  2.98  0.384
H  -6.03  0.74  2.06  0.460
H  -3.58  0.40  -0.62  0.171
H  -5.09  1.11  -0.07  0.634
H  -3.57  1.67  0.63  0.402
H  -2.50  -1.84  6.27  0.356
H  -3.94  -2.52  5.47  0.324
H  -3.02  -3.50  6.62  0.477
H  -0.19  -2.89  5.82  0.393
H  -0.87  -4.50  6.06  0.443
H  -0.02  -4.14  4.56  0.352
H  -3.68  -4.30  3.67  0.335
H  -2.08  -4.92  3.25  0.325
H  -2.81  -5.32  4.82  0.466
H  2.47  -4.40  -1.95  0.466
H  3.10  -3.46  -3.84  0.360
H  2.40  -2.46  -5.10  0.481
H  3.24  -1.70  -3.74  0.362
H  0.82  -4.59  -3.44  0.338
H  -0.61  -3.60  -3.15  0.352
H  0.16  -3.61  -4.75  0.467
H  1.12  -0.27  -3.45  0.252
H  0.43  -1.18  -4.80  0.688
H  -0.47  -1.08  -3.28  0.281
O  1.25  2.92  1.03  -0.342
C  1.79  3.85  0.07  3.615
C  1.31  3.25  -1.25  -0.605
O  1.00  3.93  -2.19  -0.623
O  1.23  1.90  -1.27  -0.193
C  1.17  5.23  0.27  -0.018
C  -0.15  5.34  0.73  -0.101
C  -0.72  6.59  0.92  -1.066
C  0.01  7.74  0.66  -0.518
C  1.31  7.64  0.20  -1.049
C  1.89  6.39  0.00  -0.283
C  3.31  3.87  0.09  -0.852
C  4.06  3.99  -1.08  -0.015
C  5.44  4.10  -1.02  -1.004
C  6.09  4.09  0.21  -0.517
C  5.35  3.95  1.37  -1.076
C  3.97  3.84  1.31  -0.259
H  1.15  3.39  1.86  0.444
H  -0.73  4.45  0.92  0.336
H  -1.75  6.66  1.26  0.456
H  -0.44  8.71  0.81  0.433
H  1.89  8.53  0.00  0.447
H  2.91  6.33  -0.35  0.469
H  3.57  4.03  -2.05  0.418
H  6.02  4.21  -1.94  0.445
H  7.17  4.18  0.26  0.445
H  5.84  3.95  2.34  0.429
H  3.41  3.75  2.23  0.437
O  -2.53  4.13  -1.33  -0.505
C  -2.04  3.11  -1.68  -0.184
O  -1.19  2.40  -0.91  -0.287
C  -2.39  2.48  -3.05  0.238
N  -1.27  2.75  -4.05  0.064
C  -1.93  2.84  -5.40  -0.520
C  -3.20  3.61  -5.09  -0.688
C  -3.64  3.09  -3.70  -0.792
H  -2.47  1.40  -2.94  0.337
H  -0.54  2.05  -4.01  0.106
H  -0.80  3.62  -3.81  0.422
H  -2.14  1.83  -5.72  0.366
H  -1.26  3.32  -6.10  0.431
H  -3.96  3.44  -5.85  0.370
H  -3.00  4.68  -5.05  0.338
H  -4.42  2.33  -3.79  0.424
H  -4.02  3.89  -3.08  0.304

Its net charge is +2. The HOMO energy comes out at -13.18 eV. The energy relative to the best compared isomer or geometry (same formula, charge and spin) is 172.8 kJ/mol. The value obtained for the LUMO energy is -7.47 eV.



Record 3
Computed, not measured: a molecular structure, C47H62N3OP2RbSeSi2 in a non-equilibrium geometry, with ωB97M-V/def2-TZVPD.

Last column: Mulliken charge in e.
Geometry (Å):
Rb  3.42  -16.89  12.16  0.878
C  2.91  -20.16  15.20  -1.881
C  1.91  -20.12  14.10  0.990
C  0.91  -19.18  14.14  0.697
C  0.94  -18.17  15.19  -1.153
C  -0.02  -19.11  13.08  0.676
C  -1.06  -18.05  13.22  -2.022
C  0.09  -19.92  11.96  0.966
C  -0.78  -19.80  10.73  -2.231
C  1.09  -20.99  12.00  0.655
C  1.07  -21.95  10.83  -1.896
C  2.03  -21.03  13.04  1.282
C  2.93  -22.22  13.19  -1.252
H  2.89  -21.16  15.65  0.399
H  2.73  -19.47  15.97  0.490
H  3.99  -19.99  14.96  0.077
H  1.94  -17.76  15.24  -0.090
H  0.67  -18.58  16.19  0.312
H  0.17  -17.35  15.14  0.438
H  -0.62  -17.02  13.26  0.225
H  -1.63  -18.27  14.17  0.363
H  -1.81  -17.96  12.40  0.314
H  -0.16  -19.59  9.89  0.407
H  -1.52  -18.99  10.81  0.319
H  -1.27  -20.74  10.56  0.474
H  1.68  -21.44  10.10  0.323
H  0.04  -22.00  10.44  0.302
H  1.37  -23.03  10.92  0.442
H  3.98  -21.90  13.29  -0.020
H  2.92  -22.93  12.30  0.274
H  2.78  -22.85  14.10  0.306
C  8.48  -19.12  11.65  -1.283
Si  6.78  -19.30  12.52  -0.135
C  5.65  -19.61  11.05  -0.677
C  7.03  -21.00  13.38  -1.158
N  6.17  -17.98  13.31  0.663
P  6.20  -17.16  14.71  0.847
C  4.95  -16.33  15.24  -1.203
P  4.34  -14.77  15.34  1.223
N  3.40  -14.31  14.10  0.350
Si  2.42  -12.94  13.75  0.220
C  1.78  -13.05  12.00  -1.092
C  3.23  -11.18  13.93  -1.079
C  0.93  -12.90  14.93  -0.943
C  5.65  -13.46  15.61  0.268
C  6.13  -13.15  16.89  0.183
C  7.21  -12.26  17.03  -0.763
C  7.73  -11.65  15.90  -0.811
C  7.29  -12.01  14.64  -0.847
C  6.20  -12.86  14.48  -0.130
C  3.54  -14.45  17.02  -0.205
C  3.38  -13.10  17.45  -0.196
C  2.71  -12.81  18.60  -0.801
C  2.07  -13.84  19.24  -0.528
C  2.24  -15.13  18.89  -0.778
C  2.98  -15.45  17.76  -0.037
C  7.80  -16.25  14.71  0.549
C  8.47  -16.04  13.49  -0.803
C  9.68  -15.41  13.56  -0.822
C  10.22  -14.85  14.70  -0.828
C  9.46  -14.91  15.83  -0.733
C  8.27  -15.65  15.86  -0.170
C  6.76  -18.41  15.97  -0.008
C  8.01  -19.00  15.96  -0.246
C  8.42  -19.98  16.84  -0.657
C  7.53  -20.34  17.87  -0.510
C  6.27  -19.73  17.95  -0.510
C  5.89  -18.76  17.01  -0.239
H  8.42  -18.37  10.89  0.270
H  9.33  -18.86  12.29  0.250
H  8.61  -20.00  11.07  0.443
H  5.51  -18.80  10.37  0.322
H  6.05  -20.45  10.41  0.253
H  4.70  -19.95  11.52  -0.170
H  6.80  -21.76  12.66  0.453
H  8.02  -21.10  13.77  0.396
H  6.21  -21.07  14.11  0.217
H  2.54  -12.88  11.26  0.352
H  1.25  -13.98  11.74  0.200
H  1.09  -12.24  11.79  0.350
H  3.96  -10.88  13.17  0.283
H  2.33  -10.53  13.85  0.444
H  3.68  -11.12  14.96  0.171
H  1.11  -13.10  16.00  0.188
H  0.32  -12.03  14.80  0.401
H  0.32  -13.76  14.56  0.163
H  5.80  -13.75  17.78  0.364
H  7.60  -12.09  18.03  0.378
H  8.48  -10.77  16.04  0.127
H  7.71  -11.65  13.74  0.509
H  5.81  -12.99  13.46  0.029
H  3.78  -12.25  16.94  0.289
H  2.56  -11.76  18.91  0.322
H  1.50  -13.70  20.17  0.264
H  1.94  -15.96  19.50  0.375
H  3.26  -16.42  17.46  0.283
H  8.13  -16.45  12.58  0.863
H  10.27  -15.37  12.64  0.320
H  11.22  -14.41  14.64  0.313
H  9.73  -14.30  16.65  0.486
H  7.75  -15.78  16.82  0.289
H  8.74  -18.66  15.23  0.279
H  9.36  -20.49  16.71  0.456
H  7.81  -21.12  18.57  0.343
H  5.57  -19.97  18.83  0.239
H  4.99  -18.23  17.03  0.316
C  6.12  -13.94  11.21  0.083
C  6.03  -14.91  10.15  0.725
C  7.27  -15.33  9.46  -0.773
O  4.93  -15.23  9.64  -0.671
H  5.12  -13.80  11.62  -0.055
H  6.62  -13.01  10.91  0.358
H  6.62  -14.31  12.06  -0.138
H  8.13  -14.63  9.68  0.277
H  7.16  -15.52  8.41  0.425
H  7.56  -16.37  9.89  -0.258
Se  -0.71  -15.76  7.81  -0.434
C  0.16  -16.34  9.25  -0.081
N  0.82  -16.74  10.09  -0.463

Its net charge is -2. The HOMO energy comes out at -2.02 eV. The energy relative to the best compared isomer or geometry (same formula, charge and spin) is 150.1 kJ/mol. The value obtained for the LUMO energy is 3.64 eV.



Number 3 is which compound? C47H62N3OP2RbSeSi2



Among the records above, which one has the lowest energy relative to the best compared isomer or geometry (same formula, charge and spin)? C47H58BBr2FGeN2O6Ta



Among the records above, which one has the highest energy relative to the best compared isomer or geometry (same formula, charge and spin)? C47H60NO7SeV